#a
Density functional theory data (ωB97M-V/def2-TZVPD) for an isolated ion of composition C4H6NS and charge +1.

```
12
Properties=species:S:1:pos:R:3:mulliken_charge:R:1
C 1.274 -0.447 1.864 0.142
N 0.583 0.026 1.067 0.031
C -0.314 0.372 0.118 0.086
C -1.261 -0.702 -0.400 -1.275
C 0.704 0.722 -1.188 -0.288
S 1.077 2.230 -1.693 -0.067
H 1.941 -0.654 2.711 0.445
H -0.609 1.403 0.381 0.395
H -0.785 -1.534 -0.678 0.462
H -1.911 -0.223 -1.120 0.370
H -1.896 -0.978 0.435 0.378
H 1.196 -0.215 -1.498 0.319
```

- charge = +1
- SMILES string = C#[N+][C@H](C)C=S
- Kohn-Sham gap (eV) = 7.99
- HOMO level (eV) = -13.15

#b
Density functional theory data (ωB97M-V/def2-TZVPD) for a 2-piece molecular cluster, C4H6NS overall.

```
12
Properties=species:S:1:pos:R:3:mulliken_charge:R:1
C -0.389 -1.202 0.000 0.318
C 2.904 0.237 0.229 0.686
C -1.688 -1.601 -0.081 -0.815
C 2.285 1.178 1.091 -0.635
N 0.761 -0.946 0.080 -0.348
S 3.799 -0.602 -0.649 -0.058
H -2.024 -1.324 -1.096 0.285
H -2.275 -1.067 0.651 0.283
H -1.747 -2.735 0.058 0.287
H 1.431 1.750 0.693 0.327
H 3.132 1.977 1.424 0.334
H 1.954 0.640 1.943 0.337
```

- charge = +1
- Kohn-Sham gap (eV) = 9.94
- HOMO level (eV) = -15.45

Which one sits at the bottom of the stability order? #a does.

#a
Density functional theory data (ωB97M-V/def2-TZVPD) for C14H15IrN6O5S as an isolated structure.

```
42
Properties=species:S:1:pos:R:3:mulliken_charge:R:1
Ir -0.176 -0.173 0.350 0.923
N 2.005 0.117 0.031 -0.575
C 2.358 1.542 -0.012 -0.365
C 1.142 2.428 0.107 0.327
O 1.263 3.612 0.347 -0.662
N -0.019 1.766 -0.100 -0.084
C -1.251 2.518 -0.029 -0.228
C -2.397 1.574 -0.286 0.441
O -3.502 1.994 -0.509 -0.626
O -2.058 0.301 -0.220 -0.690
H 2.403 -0.333 0.849 0.333
H 2.287 -0.385 -0.801 0.282
H 2.856 1.790 -0.949 0.326
H 3.027 1.813 0.803 0.264
H -1.284 3.349 -0.730 0.421
H -1.423 2.914 0.977 0.209
N 4.582 -0.480 6.895 -0.544
C 3.426 -0.347 6.152 1.130
C 3.241 0.765 5.322 -0.777
C 2.097 0.888 4.560 -0.487
C 1.119 -0.096 4.630 -0.275
C 1.303 -1.228 5.418 -0.426
C 2.450 -1.351 6.174 -0.788
S -0.192 -0.095 3.471 1.203
O -0.401 1.236 2.990 -0.666
O -1.298 -0.856 3.966 -0.712
N 0.509 -0.894 2.165 -0.198
C 0.356 -2.229 1.926 0.545
N 0.412 -3.167 2.861 -0.331
C 0.250 -4.415 2.439 -0.176
C 0.036 -4.742 1.106 -0.649
C 0.000 -3.694 0.211 -0.174
N 0.184 -2.440 0.612 -0.320
H 5.106 0.358 7.077 0.228
H 4.554 -1.130 7.662 0.226
H 4.013 1.525 5.274 0.299
H 1.940 1.747 3.919 0.590
H 0.541 -1.994 5.415 0.459
H 2.612 -2.235 6.779 0.284
H 0.282 -5.179 3.207 0.423
H -0.113 -5.763 0.788 0.387
H -0.160 -3.850 -0.849 0.452
```

- charge = 0
- Kohn-Sham gap (spin up / spin down) (eV) = 7.73 / 7.73
- HOMO level (spin up / spin down) (eV) = -8.48 / -8.48

#b
Density functional theory data (ωB97M-V/def2-TZVPD) for C14H15IrN6O5S as an isolated structure.

```
42
Properties=species:S:1:pos:R:3:mulliken_charge:R:1
Ir -0.241 -2.284 -0.670 1.056
N -1.426 -2.887 0.922 -0.419
C -2.608 -1.983 1.019 -0.051
C -2.960 -1.447 -0.373 0.548
O -4.095 -1.156 -0.687 -0.684
N -1.863 -1.329 -1.174 -0.248
C -2.067 -1.426 -2.619 -0.726
C -1.703 -2.856 -3.042 0.722
O -2.072 -3.361 -4.072 -0.661
O -0.918 -3.475 -2.174 -0.679
H -0.843 -2.743 1.749 0.340
H -1.703 -3.863 0.891 0.346
H -3.472 -2.484 1.446 0.395
H -2.329 -1.151 1.665 -0.136
H -3.098 -1.194 -2.874 0.422
H -1.413 -0.714 -3.128 0.265
N 0.000 5.165 2.200 -0.529
C 0.319 3.825 2.165 1.090
C -0.673 2.855 2.354 -0.840
C -0.360 1.515 2.277 -0.284
C 0.945 1.118 2.007 -0.164
C 1.941 2.071 1.825 -0.332
C 1.630 3.412 1.906 -0.739
S 1.335 -0.582 1.887 1.223
O 0.341 -1.326 2.633 -0.829
O 2.728 -0.751 2.167 -0.705
N 1.019 -1.029 0.350 -0.578
C 1.724 -0.649 -0.761 0.606
N 2.660 0.275 -0.863 -0.347
C 3.112 0.485 -2.100 -0.102
C 2.645 -0.178 -3.227 -0.855
C 1.654 -1.126 -3.036 0.097
N 1.220 -1.373 -1.811 -0.347
H -0.862 5.427 2.645 0.221
H 0.753 5.817 2.333 0.219
H -1.689 3.162 2.567 0.290
H -1.123 0.768 2.448 0.346
H 2.953 1.749 1.626 0.453
H 2.407 4.155 1.769 0.282
H 3.885 1.239 -2.195 0.423
H 3.035 0.036 -4.209 0.384
H 1.211 -1.707 -3.836 0.526
```

- charge = 0
- Kohn-Sham gap (eV) = 7.34
- HOMO level (eV) = -8.24

Which one sits at the bottom of the stability order? #a does.

#a
Density functional theory data (ωB97M-V/def2-TZVPD) for one molecule with the formula C5H10ClN.

```
17
Properties=species:S:1:pos:R:3:mulliken_charge:R:1
C -2.742 -0.939 0.226 -0.998
C -1.224 -0.858 0.169 -0.303
C -0.399 0.380 -0.294 0.357
Cl -1.267 1.770 -0.577 -0.215
N 0.907 0.422 -0.117 0.084
C 1.869 -0.493 -0.726 -0.871
C 1.532 1.427 0.606 -1.064
H -3.202 -1.969 0.466 0.290
H -3.128 -0.620 -0.757 0.262
H -3.175 -0.182 1.000 0.227
H -0.721 -1.727 0.535 0.366
H 2.543 -1.076 -0.064 0.320
H 1.215 -1.329 -1.196 0.298
H 2.588 0.057 -1.465 0.283
H 2.323 1.836 -0.019 0.338
H 0.894 2.304 0.731 0.345
H 1.987 0.999 1.483 0.282
```

- charge = 0
- SMILES string = C/C=C(\Cl)N(C)C
- Kohn-Sham gap (eV) = 8.12
- HOMO level (eV) = -7.27

#b
Density functional theory data (ωB97M-V/def2-TZVPD) for a 2-piece molecular cluster, C5H10ClN overall.

```
17
Properties=species:S:1:pos:R:3:mulliken_charge:R:1
C 1.506 0.696 0.041 0.445
C -0.302 -0.391 0.029 0.060
C 0.988 2.132 0.066 -1.036
C -0.095 -1.357 1.199 -1.130
C -0.345 -0.731 -1.447 -0.761
N 2.815 0.677 0.015 -0.455
Cl 3.577 -0.899 0.023 -0.170
H -0.966 0.496 0.269 0.412
H 0.873 2.527 1.127 0.236
H 0.002 2.035 -0.394 0.267
H 1.485 2.850 -0.447 0.422
H 0.468 -0.865 2.064 0.282
H 0.426 -2.293 0.931 0.289
H -1.012 -1.671 1.804 0.335
H -1.405 -0.759 -1.806 0.344
H 0.333 -1.694 -1.580 0.255
H 0.212 0.235 -1.878 0.206
```

- charge = 0
- Kohn-Sham gap (eV) = 9.46
- HOMO level (eV) = -8.92

Which one sits at the bottom of the stability order? #b does.

#a
Density functional theory data (ωB97M-V/def2-TZVPD) for a 2-piece molecular cluster, CH9N2O overall.

```
13
Properties=species:S:1:pos:R:3:lowdin_spin:R:1
N -2.080 0.722 0.113 0.095
H -2.307 0.694 -0.886 0.016
H -2.705 0.061 0.587 0.032
H -0.380 0.168 0.737 0.053
H -2.451 1.677 0.217 0.021
N 0.677 0.051 0.818 0.198
C 1.046 -0.641 -0.458 0.169
O 2.397 -0.491 -0.726 0.046
H 0.816 -0.543 1.654 0.169
H 1.125 0.953 1.133 0.138
H 0.681 -1.670 -0.311 0.040
H 0.508 -0.169 -1.289 0.014
H 2.671 -0.811 -1.589 0.008
```

- charge = 0
- Kohn-Sham gap (spin up / spin down) (eV) = 3.72 / 11.80
- 2S+1 = 2
- HOMO level (spin up / spin down) (eV) = -2.97 / -11.29
- ⟨S²⟩ = 0.75

#b
Density functional theory data (ωB97M-V/def2-TZVPD) for a 2-piece molecular cluster, CH9N2O overall.

```
13
Properties=species:S:1:pos:R:3:lowdin_spin:R:1
O 0.540 -2.120 -1.273 0.097
H 1.369 -2.607 -1.367 0.024
H 0.153 -0.754 1.660 0.170
H -0.051 -2.611 -1.865 0.021
N 0.409 -0.180 0.823 0.197
C -0.769 0.819 0.536 0.175
N -0.282 1.837 -0.324 0.046
H 0.531 -0.749 -0.030 0.032
H 1.312 0.274 1.027 0.133
H -0.988 1.130 1.553 0.054
H -1.432 0.128 0.060 0.025
H -0.911 2.228 -0.994 0.006
H 0.119 2.606 0.194 0.021
```

- charge = 0
- Kohn-Sham gap (spin up / spin down) (eV) = 3.83 / 10.91
- 2S+1 = 2
- HOMO level (spin up / spin down) (eV) = -2.94 / -10.34
- ⟨S²⟩ = 0.75

Which one sits at the bottom of the stability order? #a does.

#a
Density functional theory data (ωB97M-V/def2-TZVPD) for one molecule with the formula C3H4N4O2S.

```
14
Properties=species:S:1:pos:R:3:mulliken_charge:R:1
C 1.303 0.299 -2.212 -1.273
C 0.517 -0.318 -1.114 0.723
O 0.420 -1.405 -0.816 -0.385
O -0.218 0.731 -0.429 -0.371
C -1.043 0.323 0.488 0.690
N -2.358 0.405 0.531 -0.333
N -2.673 -0.131 1.737 -0.269
N -1.719 -0.590 2.376 -0.256
N -0.624 -0.327 1.639 0.389
S 0.960 -0.630 2.111 -0.149
H 1.675 -0.550 -2.673 0.384
H 2.000 0.939 -1.781 0.318
H 0.766 0.875 -2.896 0.362
H 0.995 0.377 3.040 0.171
```

- charge = 0
- SMILES string = CC(=O)Oc1nnnn1S
- Kohn-Sham gap (eV) = 10.48
- HOMO level (eV) = -10.15

#b
Density functional theory data (ωB97M-V/def2-TZVPD) for one molecule with the formula C3H4N4O2S.

```
14
Properties=species:S:1:pos:R:3:mulliken_charge:R:1
C -0.524 0.580 0.842 -0.949
C 0.717 0.427 -0.127 0.287
N 1.475 -0.717 0.005 0.452
C 2.630 -0.962 -0.693 -0.024
N 3.026 -2.141 -0.357 -0.370
N 2.072 -2.612 0.576 -0.364
N 1.213 -1.765 0.781 -0.233
S 1.644 1.903 -0.291 0.802
O 2.819 1.913 -1.132 -0.528
O 0.736 3.021 -0.287 -0.511
H -1.567 0.146 0.460 0.277
H -0.636 1.693 1.052 0.352
H -0.287 0.086 1.799 0.321
H 3.098 -0.233 -1.336 0.487
```

- charge = 0
- SMILES string = CC(n1cnnn1)=S(=O)=O
- Kohn-Sham gap (eV) = 7.56
- HOMO level (eV) = -9.70

Which one sits at the bottom of the stability order? #b does.

#a
Density functional theory data (ωB97M-V/def2-TZVPD) for a 2-piece molecular cluster, C3H3BrO2 overall.

```
9
Properties=species:S:1:pos:R:3:mulliken_charge:R:1
C -0.167 1.002 -0.756 -0.405
C 0.991 -0.852 0.785 -0.054
C 0.467 -0.131 -0.321 0.555
O -0.424 1.927 -0.042 -0.449
O 1.135 -1.245 -0.579 -0.385
Br -3.724 -0.174 -0.095 0.003
H -0.453 1.225 -1.820 0.325
H 1.860 -0.298 1.299 0.197
H 0.316 -1.455 1.529 0.213
```

- charge = 0
- Kohn-Sham gap (spin up / spin down) (eV) = 9.09 / 5.07
- HOMO level (spin up / spin down) (eV) = -9.97 / -8.75

#b
Density functional theory data (ωB97M-V/def2-TZVPD) for a 2-piece molecular cluster, C3H3BrO2 overall.

```
9
Properties=species:S:1:pos:R:3:mulliken_charge:R:1
C 1.755 1.650 -0.080 -0.206
C 0.894 0.824 -0.128 -0.501
C -0.614 -0.772 0.045 0.424
O -0.307 -1.422 1.200 -0.415
O -0.598 -1.413 -1.112 -0.410
Br -2.167 0.260 0.242 -0.066
H 2.379 2.471 -0.340 0.398
H -0.607 -0.864 1.958 0.374
H -0.735 -0.733 -1.785 0.403
```

- charge = 0
- Kohn-Sham gap (eV) = 9.71
- HOMO level (eV) = -9.71

#c
Density functional theory data (ωB97M-V/def2-TZVPD) for a 3-piece molecular cluster, C3H3BrO2 overall.

```
9
Properties=species:S:1:pos:R:3:mulliken_charge:R:1
C 0.483 -1.011 -0.641 0.851
C 2.078 2.868 0.215 0.112
C 0.716 -1.070 0.612 -0.940
O 0.451 -0.905 -1.809 -0.378
O 2.780 2.001 0.037 -0.112
Br -3.850 0.309 0.266 -0.203
H 0.938 -0.186 1.235 0.202
H 0.398 -1.907 1.150 0.269
H -3.995 -0.098 -1.065 0.200
```

- charge = 0
- Kohn-Sham gap (eV) = 10.17
- HOMO level (eV) = -9.52

Which one sits at the bottom of the stability order? #a does.